A structure of composition C15H18F5GeNOPdSe at a distorted geometry. Source: the OMol25 dataset; level of theory: ωB97M-V/def2-TZVPD.

## Properties
HOMO (spin up / spin down) in eV: 0.118 / -0.972
E_tot in eV: -158312.4385
Total charge: -2
ΔE to the lowest compared entry with this formula, charge and spin in kJ/mol: 71.8
Expectation value of S²: 2.035
Spin multiplicity: 3

Each line ends with the Mulliken charge.
Cartesian coordinates (Å):
Pd -1.10 0.66 0.24  -0.320
C 0.84 -1.06 3.40  -1.250
Ge -0.52 -1.94 2.26  1.168
C 0.31 -3.36 1.13  -1.174
C -1.58 -3.02 3.60  -1.480
C -1.78 -0.70 1.52  -0.781
H 1.58 -1.78 3.78  0.339
H 0.35 -0.60 4.26  0.357
H 1.35 -0.29 2.83  0.323
H 1.23 -3.75 1.58  0.329
H 0.54 -2.96 0.14  0.254
H -0.40 -4.18 1.01  0.373
H -0.94 -3.66 4.21  0.354
H -2.31 -3.66 3.09  0.385
H -2.13 -2.35 4.27  0.355
H -2.76 -1.11 1.27  0.428
F -4.01 0.93 0.42  -0.316
C -2.82 1.61 0.43  0.665
F -2.92 2.38 1.60  -0.347
C -2.95 2.66 -0.69  0.311
F -4.17 3.24 -0.79  -0.323
F -2.08 3.69 -0.46  -0.263
F -2.68 2.17 -1.90  -0.199
Se -1.26 -1.24 -1.95  -0.230
C -2.40 -1.26 -3.35  0.147
N -3.12 -1.30 -4.26  -0.768
C 2.96 -1.00 -0.36  -1.437
C 1.81 -0.02 -0.43  0.380
O 0.83 -0.23 0.39  -0.424
C 1.85 1.06 -1.33  0.509
C 0.77 1.99 -1.41  -0.120
C 0.77 3.05 -2.27  -0.488
C 1.86 3.27 -3.12  -0.608
C 2.94 2.38 -3.08  -0.525
C 2.94 1.30 -2.22  -0.589
H 2.82 -1.64 0.51  0.295
H 3.92 -0.47 -0.26  0.424
H 3.00 -1.62 -1.26  0.279
H -0.08 1.83 -0.72  0.638
H -0.08 3.72 -2.31  0.393
H 1.86 4.11 -3.81  0.355
H 3.78 2.53 -3.75  0.325
H 3.78 0.61 -2.23  0.256

=====

A structure of composition C15H18FeN3O3 at a distorted geometry. Source: the OMol25 dataset; level of theory: ωB97M-V/def2-TZVPD.

## Properties
HOMO (spin up / spin down) in eV: -8.078 / -10.849
E_tot in eV: -60834.4360
Total charge: +1
ΔE to the lowest compared entry with this formula, charge and spin in kJ/mol: 132.7
Expectation value of S²: 6.141
Spin multiplicity: 5

Each line ends with the Mulliken charge.
Cartesian coordinates (Å):
O -1.23 -1.64 3.10  -0.370
C -0.55 -2.32 2.44  0.147
Fe 0.63 -3.30 1.59  0.378
C 1.72 -3.30 2.95  0.273
O 2.24 -3.29 3.99  -0.311
C -0.13 -4.77 2.21  0.152
O -0.61 -5.58 2.90  -0.346
C 1.32 -1.39 0.20  0.126
C 0.07 -1.60 -0.55  0.252
C -0.43 -2.97 -0.13  -0.471
C 0.46 -4.04 -0.40  -1.211
C 1.80 -3.77 -0.17  -0.228
C 2.17 -2.49 0.34  -1.281
H 1.56 -0.37 0.57  0.399
H -0.67 -0.80 -0.37  0.220
H 0.28 -1.61 -1.65  0.189
H -1.50 -3.14 -0.17  0.607
H 0.11 -5.04 -0.64  0.481
H 2.56 -4.53 -0.28  0.472
H 3.18 -2.40 0.74  0.633
C -1.13 2.79 1.25  -0.888
C -0.08 1.71 1.04  -0.494
N 0.00 1.19 -0.32  -0.127
C -0.30 2.05 -1.25  0.379
N -0.75 3.32 -1.04  0.184
C -0.99 3.91 0.24  -0.496
C -0.92 4.07 -2.24  -0.607
C -0.62 3.06 -3.33  -0.546
N -0.25 1.86 -2.61  -0.141
H -2.13 2.35 1.15  0.354
H -1.02 3.20 2.25  0.387
H 0.90 2.17 1.29  0.389
H -0.24 0.86 1.71  0.284
H -1.90 4.51 0.18  0.357
H -0.16 4.58 0.52  0.314
H -1.93 4.47 -2.30  0.361
H -0.22 4.91 -2.27  0.311
H -1.52 2.90 -3.93  0.330
H 0.18 3.43 -3.97  0.323
H 0.08 1.00 -3.02  0.217

=====

A structure of composition C15H18FeN4OSe2Te2 at a distorted geometry. Source: the OMol25 dataset; level of theory: ωB97M-V/def2-TZVPD.

## Properties
HOMO (spin up / spin down) in eV: -9.878 / -10.126
E_tot in eV: -203517.2031
Total charge: +1
ΔE to the lowest compared entry with this formula, charge and spin in kJ/mol: 0.0
Expectation value of S²: 8.782
Spin multiplicity: 6

Each line ends with the Mulliken charge.
Cartesian coordinates (Å):
Fe 0.01 0.18 0.30  0.258
C -3.35 -4.03 1.84  -0.405
C -2.17 -3.44 2.27  -0.866
C -1.61 -2.40 1.57  -0.076
C -2.24 -1.93 0.40  0.332
C -3.43 -2.53 -0.03  -0.300
C -3.97 -3.58 0.68  -0.686
N -1.65 -0.87 -0.30  1.226
N -2.15 -0.61 -1.42  -0.726
C -1.55 0.39 -2.15  0.183
C -2.09 0.71 -3.39  -0.444
C -1.46 1.65 -4.17  -0.411
C -0.31 2.26 -3.70  -0.740
C 0.16 1.90 -2.44  -0.067
N -0.43 0.99 -1.68  0.035
H -3.79 -4.85 2.40  0.409
H -1.69 -3.80 3.18  0.415
H -0.68 -1.95 1.89  0.396
H -3.91 -2.15 -0.92  0.454
H -4.89 -4.03 0.34  0.392
H -2.99 0.20 -3.70  0.513
H -1.85 1.91 -5.15  0.413
H 0.22 3.00 -4.28  0.427
H 1.04 2.38 -2.03  0.304
Se 1.94 1.55 0.59  -0.183
Te 2.06 2.79 2.71  0.079
Te -0.36 2.27 3.82  0.124
Se -1.50 1.19 1.95  -0.342
C 3.92 -3.59 -0.89  -0.949
N 2.74 -3.07 -0.19  0.080
C 2.21 -3.78 0.98  -0.747
C 2.12 -1.96 -0.55  0.624
C 2.59 -1.17 -1.74  -1.070
O 1.14 -1.55 0.12  -0.375
H 4.28 -4.46 -0.36  0.278
H 4.71 -2.84 -0.91  0.377
H 3.67 -3.89 -1.91  0.348
H 2.76 -4.71 1.11  0.320
H 1.16 -4.00 0.84  0.241
H 2.31 -3.17 1.87  0.275
H 3.22 -1.74 -2.42  0.445
H 3.14 -0.30 -1.38  0.272
H 1.71 -0.82 -2.28  0.170

=====

An isolated molecule of C15H18N2O2 at a distorted geometry. Source: the OMol25 dataset; level of theory: ωB97M-V/def2-TZVPD.

## Properties
HOMO in eV: -8.500
E_tot in eV: -22920.3799
Total charge: 0
SMILES: COc1ccc([C@@H](Oc2ccncc2)N(C)C)cc1
ΔE to the lowest compared entry with this formula, charge and spin in kJ/mol: 379.4
Spin multiplicity: 1

Each line ends with the Mulliken charge.
Cartesian coordinates (Å):
C -1.16 4.00 3.21  -0.808
O -0.56 2.81 3.76  -0.448
C 0.17 1.99 2.95  0.845
C 0.68 0.81 3.55  -0.686
C 1.50 -0.04 2.79  -0.394
C 1.77 0.26 1.46  0.251
C 2.68 -0.68 0.69  -0.308
N 3.65 -0.07 -0.13  0.138
C 4.47 -0.96 -0.93  -1.001
C 3.91 1.34 -0.27  -1.015
C 1.14 1.32 0.83  -0.787
C 0.35 2.22 1.56  -0.504
H -1.71 4.43 4.04  0.249
H -0.41 4.73 2.85  0.325
H -1.86 3.76 2.39  0.327
H 0.47 0.57 4.58  0.417
H 1.94 -0.95 3.22  0.364
H 3.17 -1.48 1.28  0.532
H 5.01 -0.33 -1.64  0.394
H 5.20 -1.52 -0.30  0.217
H 3.81 -1.69 -1.41  0.316
H 4.90 1.44 -0.74  0.392
H 3.17 1.81 -0.92  0.322
H 3.94 1.90 0.66  0.337
H 1.25 1.48 -0.25  0.524
H -0.05 3.11 1.07  0.367
O 1.74 -1.57 -0.23  -0.457
C 1.14 -2.75 0.10  0.572
C 1.87 -3.89 0.47  -0.141
C 1.18 -5.08 0.73  -0.465
N -0.13 -5.23 0.57  -0.617
C -0.83 -4.14 0.23  -0.301
C -0.25 -2.89 -0.05  -0.433
H 2.93 -3.86 0.61  0.406
H 1.73 -5.98 0.99  0.336
H -1.91 -4.32 0.10  0.344
H -0.92 -2.10 -0.34  0.387

=====

An isolated molecule of C15H18N4O2 at a distorted geometry. Source: the OMol25 dataset; level of theory: ωB97M-V/def2-TZVPD.

## Properties
HOMO in eV: -7.499
E_tot in eV: -25889.2242
Total charge: 0
SMILES: Cc1ccc2nc(N3CCN(C)CC3)c(C=O)c(=O)n2c1
ΔE to the lowest compared entry with this formula, charge and spin in kJ/mol: 1406.8
Spin multiplicity: 1

Each line ends with the Mulliken charge.
Cartesian coordinates (Å):
C -5.65 -0.37 0.57  -1.260
C -4.12 -0.39 0.07  0.575
C -3.27 0.74 0.33  0.098
N -2.07 0.62 -0.03  0.150
C -1.54 -0.59 -0.83  0.156
N -0.35 -0.56 -0.91  -0.055
C 0.43 0.43 -0.49  -0.023
N 1.81 0.34 -0.91  0.354
C 2.25 -0.87 -1.51  -0.922
H 1.52 -1.40 -1.97  0.564
C 2.79 -1.67 -0.33  -0.719
N 3.36 -1.09 0.67  0.367
C 2.66 -1.31 1.85  -1.006
H 2.49 -2.06 2.35  0.611
H 3.16 -0.60 2.61  0.300
H 1.59 -0.68 1.93  0.082
C 4.01 -0.05 0.41  -0.825
C 2.81 1.02 -0.02  -1.302
H 2.50 1.66 0.71  0.709
H 3.23 1.91 -0.62  0.520
H 4.64 -0.07 -0.54  0.362
H 4.39 0.66 1.35  0.284
H 3.60 -2.41 -0.76  0.299
H 1.98 -2.45 0.20  0.328
H 3.09 -0.45 -2.36  0.243
C 0.08 1.82 -0.23  0.521
C -1.35 1.67 0.24  0.038
O -1.88 2.95 0.74  -0.762
C 0.57 3.04 -0.25  -0.204
O 1.67 3.28 -0.95  -0.585
H 0.11 4.00 0.10  0.436
C -2.46 -1.52 -1.14  -1.012
C -3.70 -1.44 -0.62  -0.053
H -4.40 -2.44 -0.92  0.180
H -2.02 -2.38 -1.55  0.463
H -3.70 1.75 0.92  0.227
H -6.32 -0.45 -0.56  0.251
H -5.92 -1.20 1.40  0.276
H -5.97 0.59 1.03  0.335

=====

A cluster of 2 separate species, C15H18O in total at a distorted geometry. Source: the OMol25 dataset; level of theory: ωB97M-V/def2-TZVPD.

## Properties
HOMO (spin up / spin down) in eV: 0.536 / -3.536
E_tot in eV: -17893.2650
Total charge: -1
ΔE to the lowest compared entry with this formula, charge and spin in kJ/mol: 0.0
Expectation value of S²: 0.761
Spin multiplicity: 2

Each line ends with the Mulliken charge.
Cartesian coordinates (Å):
C -1.95 -1.74 -3.52  -1.330
C -2.69 -0.44 -1.52  -0.920
C -1.83 -0.52 -2.65  1.078
C -2.76 0.82 -0.84  -0.313
C -1.86 1.82 -1.12  -0.403
C -0.94 0.47 -2.92  -0.639
C -0.84 1.64 -2.08  -0.818
H -3.51 -1.14 -1.35  0.178
H -3.59 1.02 -0.17  0.351
H -2.94 -2.19 -3.44  0.306
H -1.27 -2.53 -3.17  0.220
H -1.93 2.76 -0.59  0.300
H -0.35 0.50 -3.84  0.251
H -0.11 2.41 -2.29  0.496
H -1.75 -1.50 -4.57  0.344
C -0.25 -0.90 2.24  -0.423
C -0.69 -0.36 3.61  -1.143
C 1.04 -0.30 1.74  0.035
C 1.24 0.01 0.40  -0.106
C 2.17 -0.28 2.56  -0.265
C 2.43 0.56 -0.05  -0.678
C 3.41 0.15 2.13  -0.885
C 3.51 0.61 0.81  1.040
O 4.74 1.10 0.45  -0.549
H -0.11 -1.96 2.28  0.319
H -1.08 -0.76 1.55  0.169
H -1.40 -1.09 4.00  0.358
H 0.42 -0.09 -0.30  0.259
H 2.14 -0.69 3.56  0.264
H 2.63 0.83 -1.07  0.247
H 4.33 0.08 2.70  0.373
H 4.76 1.47 -0.44  0.287
H -1.12 0.63 3.58  0.308
H 0.13 -0.40 4.32  0.288